No. 1
17
Properties=species:S:1:pos:R:3:nbo_charge:R:1 method="wB97M-V/def2-TZVPD" charge=0 lumo_energy_ev=1.104 e_above_lowest_ev=4.4985 total_energy_ev=-7860.0550 spin_multiplicity=1 smiles=CCOCNC
C 0.442 -2.092 -1.607 -0.4391
C -0.236 0.288 -1.113 0.0906
N -0.608 -1.172 -1.024 -0.6335
H -0.005 -3.066 -1.237 0.2073
H 1.342 -2.052 -1.017 0.1791
H 0.842 -1.906 -2.697 0.2122
H 0.181 0.696 -2.063 0.1779
H -0.909 0.923 -0.830 0.1543
H -0.536 -1.377 0.038 0.3565
C 0.309 1.526 1.002 -0.1128
O 0.818 0.630 -0.126 -0.5968
C -0.569 0.848 2.179 -0.6447
H -0.226 2.299 0.381 0.1622
H 1.184 2.418 1.041 0.2176
H 0.234 0.333 2.610 0.2168
H -1.274 0.120 1.563 0.2188
H -0.989 1.583 2.899 0.2336

=====

No. 2
17
Properties=species:S:1:pos:R:3:mulliken_spin:R:1 method="wB97M-V/def2-TZVPD" charge=+1 lumo_energy_ev="-3.276 / -8.636" e_above_lowest_ev=2.5616 total_energy_ev=-7853.7804 s2=0.75 spin_multiplicity=2
C 1.824 0.357 -1.390 0.0534
C 0.958 1.565 -1.701 -0.0046
N -0.446 1.145 -1.638 0.8204
H 1.884 0.187 -0.311 0.0009
H 2.863 0.654 -1.565 0.0156
H 1.472 -0.443 -2.029 -0.0095
H 1.188 2.022 -2.669 0.0277
H 1.072 2.413 -1.012 0.0752
H -0.475 0.278 -1.092 -0.0122
H -1.044 1.188 -2.456 -0.0154
C 0.358 -0.718 1.913 0.0307
C -0.965 -0.680 1.710 0.0079
O -1.727 -1.754 1.418 0.0101
H 0.924 0.094 2.336 -0.0001
H 0.796 -1.708 1.832 -0.0009
H -1.541 0.239 1.799 0.0011
H -2.626 -1.564 1.680 -0.0003

=====

No. 3
17
Properties=species:S:1:pos:R:3:mulliken_spin:R:1 method="wB97M-V/def2-TZVPD" charge=+1 lumo_energy_ev="-4.439 / -7.013" e_above_lowest_ev=1.2753 total_energy_ev=-7855.0667 s2=0.76 spin_multiplicity=2
C -0.651 -0.735 2.999 0.0729
C -1.737 -0.527 1.883 0.0170
C -1.267 -0.586 0.488 0.4294
C -0.624 0.518 -0.020 0.1718
N 0.435 0.626 -0.822 0.2561
H 0.338 -0.916 2.560 -0.0057
H -0.859 -1.629 3.579 0.0023
H -0.633 0.181 3.566 -0.0076
H -2.660 -1.068 2.077 0.0257
H -2.000 0.525 2.054 0.0084
H -1.398 -1.493 -0.077 0.0286
H -1.035 1.502 0.224 0.0243
H 0.956 1.490 -0.707 -0.0105
H 1.024 -0.169 -0.995 -0.0127
H 3.976 0.470 -5.943 0.0000
H 3.091 1.197 -5.062 0.0000
O 3.044 0.613 -5.805 0.0000

=====

No. 4
17
Properties=species:S:1:pos:R:3:mulliken_spin:R:1 method="wB97M-V/def2-TZVPD" charge=+1 lumo_energy_ev="-3.632 / -8.884" e_above_lowest_ev=2.5161 total_energy_ev=-7853.8258 s2=0.75 spin_multiplicity=2
C 0.690 -0.659 -1.410 0.0541
C -0.196 0.400 -2.097 0.0010
C -1.686 0.251 -1.806 0.0012
C -2.362 -0.885 -1.903 0.0058
N 1.900 -0.008 -0.935 0.8454
H 1.039 -1.476 -2.039 0.0604
H 0.182 -1.085 -0.532 0.0620
H 0.027 0.457 -3.162 0.0026
H 0.019 1.341 -1.582 -0.0043
H -2.194 1.135 -1.453 -0.0004
H -2.020 -1.812 -2.350 -0.0004
H -3.405 -0.851 -1.660 0.0005
H 2.718 -0.603 -0.756 -0.0150
H 2.147 0.839 -1.458 -0.0131
H 0.519 1.586 6.603 0.0000
H 1.764 0.760 6.407 0.0000
O 0.803 0.681 6.438 0.0000

=====

No. 5
18
Properties=species:S:1:pos:R:3:mulliken_spin:R:1 method="wB97M-V/def2-TZVPD" charge=-1 lumo_energy_ev="2.939 / 2.817" e_above_lowest_ev=3.3520 total_energy_ev=-9908.0865 s2=0.75 spin_multiplicity=2
C -1.151 2.762 0.884 0.0443
C -0.422 1.776 1.717 -0.0662
C -0.312 1.774 3.043 0.0679
C 1.447 0.650 0.712 0.4544
N 0.186 0.832 0.992 0.2951
H -0.618 3.802 0.909 -0.0039
H -2.184 2.987 1.398 0.0063
H -1.283 2.355 -0.085 0.0122
H 0.297 0.943 3.365 0.0131
H -0.608 2.496 3.690 -0.0004
H 1.689 -0.220 0.248 0.0221
H 2.205 1.380 1.135 0.0396
H -2.131 -4.502 -2.470 -0.0173
H -0.839 -4.165 -2.957 -0.0257
O -1.690 -3.759 -2.684 0.0645
H 1.730 -1.769 -2.137 -0.0460
H 1.053 -2.370 -3.297 -0.0231
O 1.942 -2.309 -2.925 0.1630

=====

No. 6
18
Properties=species:S:1:pos:R:3:nbo_charge:R:1 method="wB97M-V/def2-TZVPD" charge=0 lumo_energy_ev=0.627 e_above_lowest_ev=3.0224 total_energy_ev=-9909.2195 spin_multiplicity=1 smiles="CC(N)=O.CCO"
C -0.421 1.156 -2.595 -0.7139
C 0.750 0.321 -2.296 0.6973
O 1.699 -0.130 -2.917 -0.5545
N 0.571 -0.245 -0.898 -0.9121
H -0.333 2.119 -1.795 0.2327
H -1.368 0.808 -2.435 0.2424
H 1.321 -0.780 -0.405 0.3989
H -0.259 -0.087 -0.330 0.3644
H -0.404 1.681 -3.551 0.2444
C -1.080 -0.715 2.755 -0.0723
C -1.221 0.395 1.893 -0.6007
O 0.193 -0.886 3.235 -0.7238
H -1.743 -0.649 3.687 0.1674
H -1.308 -1.584 2.248 0.1562
H -0.475 0.278 1.019 0.1810
H 0.875 -0.492 2.788 0.4648
H -1.193 1.323 2.456 0.2206
H -2.417 0.277 1.510 0.2073